[1]
# C33H60F2N3O11S3

A cluster of 10 separate species, C33H60F2N3O11S3 in total at a distorted geometry (the ωB97M-V functional and the def2-TZVPD basis, the Open Molecules 2025 dataset).

Properties
ΔE to the lowest compared entry with this formula, charge and spin	4.681	eV
HOMO	-11.04	eV
largest force on an atom	19.255	eV/A
DFT total energy	-100102.6694	eV
LUMO	-0.1134	Eh
charge	+1

Each line ends with the Löwdin charge.
Geometry (Å):
1 C -24.689 -18.552 15.288  0.02
2 C -25.973 -18.659 14.445  -0.33
3 O -26.245 -17.626 13.858  0.08
4 N -26.805 -19.972 14.257  0.07
5 H -26.161 -20.791 14.587  0.04
6 H -27.634 -19.908 14.783  0.04
7 C -27.337 -20.006 12.813  0.04
8 H -24.841 -18.733 16.449  0.11
9 H -23.937 -17.863 14.701  0.13
10 H -24.369 -19.541 14.960  0.04
11 H -28.102 -19.281 12.646  0.08
12 H -27.524 -20.968 12.461  0.07
13 H -26.380 -19.806 12.427  0.06
14 C -30.221 -18.666 18.927  0.04
15 C -29.384 -17.410 18.592  -0.40
16 O -29.513 -16.403 19.195  0.19
17 N -28.749 -17.419 17.291  0.08
18 H -27.721 -17.115 17.351  0.22
19 H -28.755 -18.252 16.739  0.05
20 C -29.291 -16.410 16.285  0.05
21 H -31.297 -18.487 19.308  0.15
22 H -29.702 -19.161 19.614  0.03
23 H -30.163 -19.487 18.188  0.07
24 H -29.328 -15.330 16.566  0.13
25 H -30.226 -16.771 16.238  0.07
26 H -28.732 -16.345 15.357  0.09
27 C -28.750 -23.033 14.487  0.05
28 C -28.442 -23.104 16.045  -0.28
29 O -28.965 -24.043 16.725  0.09
30 N -27.680 -22.042 16.658  0.04
31 H -26.895 -21.978 16.245  -0.05
32 H -28.109 -21.072 16.339  0.12
33 C -27.501 -22.089 18.216  0.07
34 H -29.456 -23.566 14.091  0.02
35 H -27.821 -23.123 13.756  0.14
36 H -29.115 -22.162 14.141  0.02
37 H -26.757 -23.043 18.323  0.16
38 H -28.580 -21.996 18.731  0.15
39 H -26.800 -21.383 18.347  0.01
40 O -28.999 -19.750 15.937  -0.20
41 H -29.527 -20.262 15.689  -0.22
42 O -25.482 -21.831 15.314  -0.36
43 H -24.751 -22.489 15.245  0.00
44 F -30.709 -12.900 14.118  0.01
45 C -30.292 -14.099 13.537  -0.18
46 C -31.253 -15.075 13.046  0.03
47 C -30.703 -16.226 12.374  -0.06
48 C -29.327 -16.387 12.193  -0.07
49 C -28.482 -15.397 12.719  -0.11
50 C -28.865 -14.307 13.465  -0.01
51 H -32.245 -14.971 13.144  0.06
52 H -31.450 -16.955 12.232  0.09
53 H -28.808 -17.212 11.720  0.09
54 H -27.492 -15.571 12.692  0.04
55 H -28.289 -13.429 13.598  0.11
56 F -24.884 -11.414 12.279  0.06
57 C -24.825 -12.762 12.260  -0.25
58 C -25.287 -13.578 11.154  -0.03
59 C -25.206 -14.945 11.134  -0.10
60 C -24.646 -15.666 12.250  -0.11
61 C -24.356 -14.914 13.415  -0.08
62 C -24.372 -13.428 13.415  0.01
63 H -25.752 -13.050 10.374  0.10
64 H -25.699 -15.611 10.322  0.14
65 H -24.521 -16.798 12.287  0.11
66 H -24.042 -15.435 14.263  0.05
67 H -24.033 -12.990 14.384  0.12
68 C -24.774 -20.950 7.116  -0.24
69 C -25.637 -22.069 7.425  -0.23
70 C -26.356 -21.664 8.617  -0.23
71 S -25.186 -20.850 9.682  0.60
72 O -24.537 -21.593 10.671  -0.28
73 O -25.702 -19.554 9.935  -0.32
74 C -24.066 -20.618 8.369  -0.27
75 H -25.356 -20.111 7.151  0.09
76 H -24.009 -20.913 6.289  0.16
77 H -24.848 -22.909 7.755  0.19
78 H -26.288 -22.261 6.681  0.09
79 H -26.594 -22.481 9.243  0.10
80 H -27.121 -20.963 8.403  0.11
81 H -23.206 -21.141 8.503  0.06
82 H -23.800 -19.460 8.592  0.18
83 C -23.830 -19.675 18.603  -0.18
84 C -22.376 -19.869 18.290  -0.31
85 C -21.988 -21.209 18.167  -0.29
86 S -22.860 -21.990 19.449  0.69
87 O -22.182 -22.377 20.639  -0.27
88 O -23.814 -22.947 18.821  -0.35
89 C -23.832 -20.616 19.811  -0.25
90 H -24.272 -20.341 17.985  0.06
91 H -24.180 -18.731 18.872  0.12
92 H -21.551 -19.418 19.036  0.18
93 H -22.219 -19.324 17.206  0.16
94 H -20.975 -21.371 18.405  0.11
95 H -22.428 -21.598 17.138  0.16
96 H -23.528 -20.307 20.765  0.11
97 H -24.793 -20.816 19.861  0.05
98 C -21.311 -22.437 12.678  -0.23
99 C -21.545 -21.399 13.763  -0.19
100 C -21.777 -20.218 12.949  -0.25
101 S -20.613 -20.248 11.665  0.69
102 O -19.445 -19.481 11.806  -0.28
103 O -21.385 -20.189 10.417  -0.32
104 C -20.179 -22.015 11.867  -0.19
105 H -22.139 -22.574 12.260  0.04
106 H -20.975 -23.323 13.154  0.13
107 H -20.966 -21.235 14.543  0.07
108 H -22.496 -21.637 14.402  0.15
109 H -21.730 -19.308 13.656  0.16
110 H -22.560 -20.233 12.492  -0.01
111 H -19.450 -22.051 12.579  0.07
112 H -19.775 -22.519 10.885  0.17


[2]
# C35H33ClN4S2Si2Yb

A structure of composition C35H33ClN4S2Si2Yb at a distorted geometry (the ωB97M-V functional and the def2-TZVPD basis, the Open Molecules 2025 dataset).

Properties
multiplicity	2
ΔE to the lowest compared entry with this formula, charge and spin	1.326	eV
HOMO (spin up / spin down)	-9.36 / -9.93	eV
largest force on an atom	3.725	eV/A
DFT total energy	-124263.6594	eV
LUMO (spin up / spin down)	-0.1080 / -0.1225	Eh
charge	+1

Each line ends with the Löwdin charge.
Geometry (Å):
1 C -1.911 -1.003 4.551  -0.22
2 C -2.872 -0.615 3.583  -0.22
3 C -3.136 -1.750 2.766  -0.22
4 H -3.362 0.355 3.539  0.10
5 C -2.311 -2.816 3.208  -0.23
6 C -1.531 -2.344 4.301  -0.22
7 H -0.834 -2.938 4.889  0.10
8 H -1.603 -0.411 5.407  0.11
9 H -3.895 -1.800 2.000  0.10
10 H -2.315 -3.832 2.835  0.10
11 Yb -0.788 -1.076 2.330  1.28
12 Si -1.309 -0.370 -2.904  0.85
13 C -0.628 1.158 -3.788  -0.33
14 C 0.700 1.160 -4.247  -0.11
15 H 1.349 0.299 -4.109  0.10
16 C 1.205 2.250 -4.962  -0.08
17 H 2.240 2.259 -5.300  0.11
18 C 0.390 3.347 -5.263  -0.08
19 H 0.763 4.185 -5.856  0.11
20 C -0.958 3.322 -4.893  -0.08
21 H -1.621 4.157 -5.153  0.11
22 C -1.452 2.235 -4.168  -0.11
23 H -2.516 2.198 -3.915  0.10
24 C -0.444 -1.687 -3.922  -0.34
25 C -0.636 -1.718 -5.320  -0.10
26 H -1.373 -1.069 -5.796  0.11
27 C 0.184 -2.521 -6.127  -0.07
28 H 0.052 -2.494 -7.206  0.11
29 C 1.228 -3.274 -5.567  -0.08
30 H 1.865 -3.899 -6.206  0.11
31 C 1.382 -3.291 -4.178  -0.08
32 H 2.168 -3.893 -3.728  0.10
33 C 0.553 -2.500 -3.375  -0.11
34 H 0.724 -2.501 -2.307  0.06
35 H -2.784 -0.553 -3.063  -0.02
36 Si 2.036 1.035 -0.398  0.49
37 C 1.162 -0.716 -0.320  -0.32
38 C -0.205 -1.054 -0.439  -0.27
39 H -0.908 -0.341 -1.002  0.00
40 C -0.720 -2.270 0.046  -0.19
41 H -1.806 -2.449 0.003  0.13
42 C 0.150 -3.232 0.550  -0.12
43 H -0.252 -4.193 0.890  0.13
44 C 1.539 -2.997 0.472  -0.09
45 H 2.238 -3.830 0.636  0.12
46 C 2.032 -1.758 0.058  -0.12
47 H 3.126 -1.636 0.024  0.12
48 C 0.598 2.248 -0.610  -0.32
49 C -0.623 2.055 0.059  -0.15
50 H -0.789 1.115 0.601  0.06
51 C -1.658 2.993 -0.045  -0.10
52 H -2.673 2.708 0.263  0.12
53 C -1.407 4.260 -0.596  -0.06
54 H -2.125 5.072 -0.439  0.12
55 C -0.277 4.416 -1.395  -0.06
56 H -0.175 5.337 -1.987  0.12
57 C 0.676 3.382 -1.450  -0.09
58 H 1.471 3.476 -2.196  0.10
59 H 3.188 1.233 -1.217  -0.01
60 Cl 2.405 1.082 1.728  0.35
61 N -1.701 3.071 3.177  0.09
62 C -0.700 2.524 3.945  -0.66
63 N -0.254 1.291 3.839  0.04
64 C 0.787 1.092 4.749  -0.37
65 C 0.984 2.163 5.621  -0.35
66 S -0.029 3.506 5.248  1.07
67 C 1.530 -0.138 4.737  -0.36
68 C 2.600 -0.421 5.573  -0.34
69 S 3.222 -2.013 5.325  1.07
70 C 1.951 -2.258 4.129  -0.66
71 N 1.173 -1.205 3.900  -0.01
72 N 1.773 -3.526 3.669  0.10
73 H -1.678 4.097 3.200  0.10
74 H -1.713 2.717 2.211  0.05
75 H 1.689 2.156 6.450  0.08
76 H 2.991 0.269 6.312  0.08
77 H 2.567 -4.144 3.838  0.10
78 H 1.281 -3.684 2.788  0.06


> Look up the largest force on an atom of the second one.

3.725 eV/A


> What is the formula in the first record?

C33H60F2N3O11S3